Entry from the Open Molecules 2025 dataset: one molecule with the formula C21H25N3O5 (ωB97M-V with the def2-TZVPD basis set).

LUMO: 0.001 Eh
SMILES: Cc1cc(C(=O)NC[C@@H]2[C@@H](C)CCCN2C(=O)c2ccc(=O)oc2)ncc1CO
Calculated total energy: -36891.5705 eV
Multiplicity: 1
Gap between HOMO and LUMO: 9.266 eV

```
54
Properties=species:S:1:pos:R:3:forces:R:3:nbo_charge:R:1
C 1.9583 2.9757 -2.8889 0.00 -0.01 0.02 -0.648
C 1.1126 3.0865 -1.6526 0.00 0.01 -0.03 0.042
C 0.0416 2.2350 -1.4401 -0.26 0.22 -0.13 -0.236
C -0.6985 2.3446 -0.2706 0.44 -0.37 0.16 0.115
C -1.7414 1.2964 0.0196 -0.41 0.48 0.08 0.645
O -2.5810 0.9642 -0.8042 0.22 -0.28 -0.14 -0.636
N -1.6573 0.7745 1.2560 -0.01 0.01 0.07 -0.599
C -2.4490 -0.3655 1.6615 0.04 -0.03 -0.07 -0.219
C -2.1792 -1.6116 0.8017 0.03 -0.04 0.02 -0.052
C -2.6003 -2.9294 1.4568 -0.10 0.01 -0.01 -0.219
C -4.0411 -2.8811 1.9563 0.04 -0.02 -0.02 -0.610
C -2.4278 -4.0515 0.4266 0.02 0.07 0.00 -0.397
C -1.0349 -4.0699 -0.1992 0.00 0.00 -0.03 -0.409
C -0.6447 -2.6935 -0.7385 -0.02 -0.06 0.10 -0.208
N -0.7927 -1.7030 0.3264 -0.05 0.08 0.01 -0.459
C 0.2454 -1.4318 1.1714 0.04 0.08 0.02 0.692
O 0.1187 -1.2589 2.3746 -0.03 -0.03 -0.01 -0.630
C 1.5758 -1.2272 0.5199 -0.03 -0.02 -0.01 -0.293
C 1.7330 -0.6468 -0.7847 0.05 -0.04 0.02 -0.107
C 2.9592 -0.3871 -1.2696 0.03 0.05 0.02 -0.337
C 4.1531 -0.6929 -0.5024 -0.05 -0.18 -0.04 0.728
O 5.2906 -0.5394 -0.8376 0.07 0.10 -0.02 -0.554
O 3.9252 -1.2531 0.7593 -0.06 0.03 0.05 -0.452
C 2.6912 -1.4779 1.2254 0.03 0.03 -0.02 0.280
N -0.4183 3.2197 0.6881 0.01 0.01 -0.02 -0.423
C 0.5879 4.0663 0.4676 0.00 -0.01 0.02 0.057
C 1.3856 4.0387 -0.6673 0.01 -0.01 0.00 -0.084
C 2.5318 4.9939 -0.8406 0.02 0.01 -0.04 -0.077
O 2.6541 5.8130 0.3053 -0.02 0.02 0.04 -0.716
H 2.9831 2.6915 -2.6366 0.00 0.01 0.01 0.226
H 1.5565 2.2276 -3.5704 -0.01 0.00 0.00 0.222
H 2.0118 3.9266 -3.4222 -0.01 0.00 0.00 0.226
H -0.2425 1.4954 -2.1790 -0.01 0.02 0.00 0.225
H -0.9610 1.1401 1.8838 0.02 -0.01 -0.02 0.426
H -2.2300 -0.5643 2.7061 0.00 0.01 0.02 0.227
H -3.5071 -0.1216 1.5557 -0.02 -0.02 0.03 0.215
H -2.7676 -1.4870 -0.1132 0.01 0.00 -0.01 0.222
H -1.9266 -3.1059 2.3021 0.01 0.00 0.01 0.212
H -4.7193 -2.5971 1.1469 0.00 0.00 0.00 0.205
H -4.3516 -3.8618 2.3207 0.00 0.00 0.01 0.214
H -4.1709 -2.1681 2.7704 0.00 0.00 0.00 0.213
H -2.6456 -5.0162 0.8900 0.00 -0.01 0.00 0.214
H -3.1755 -3.9049 -0.3622 -0.01 -0.01 -0.01 0.196
H -0.2965 -4.3630 0.5541 0.01 -0.01 0.00 0.201
H -0.9861 -4.8066 -1.0039 0.00 -0.01 0.00 0.216
H 0.3833 -2.7079 -1.0944 -0.02 -0.01 -0.02 0.215
H -1.2927 -2.3996 -1.5687 0.00 0.00 -0.02 0.203
H 0.8474 -0.4012 -1.3571 0.03 -0.03 0.01 0.232
H 3.1273 0.0614 -2.2378 -0.02 -0.01 0.00 0.233
H 2.6860 -1.8744 2.2307 -0.01 -0.01 0.01 0.218
H 0.7897 4.7915 1.2441 -0.01 0.00 0.00 0.216
H 3.4539 4.4246 -1.0112 0.00 -0.01 0.00 0.175
H 2.3580 5.6039 -1.7364 0.00 0.00 -0.01 0.173
H 3.3780 6.4292 0.1683 0.01 0.00 0.00 0.477
```
Forces are in eV/Å.

Entry from the Open Molecules 2025 dataset: a 2-piece molecular cluster, C2H7NO3 overall at a distorted geometry (ωB97M-V with the def2-TZVPD basis set).

LUMO: 0.030 Eh
SMILES: O=CO.NCO
Calculated total energy: -9819.8238 eV
Multiplicity: 1
Gap between HOMO and LUMO: 10.601 eV

```
13
Properties=species:S:1:pos:R:3:forces:R:3:nbo_charge:R:1
N -0.1313 1.2963 1.7629 0.11 0.02 0.60 -0.835
C -0.1292 1.6121 0.3801 -0.08 -0.40 -1.47 0.101
O 0.5231 0.5220 -0.3136 -0.29 0.87 0.43 -0.748
H -0.6603 0.4482 1.9340 -0.03 0.02 -0.13 0.360
H -0.5844 2.0267 2.2961 0.14 0.11 0.06 0.366
H 0.3986 2.5345 0.1251 0.21 0.09 0.63 0.155
H -1.1280 1.7293 -0.0678 -0.11 -0.17 0.10 0.127
H 0.2460 0.6330 -1.2317 0.08 -0.48 0.03 0.484
O -0.7358 -1.6494 -1.6956 -0.15 0.34 0.05 -0.606
C 0.1784 -2.3345 -1.3293 -0.37 -0.15 -0.65 0.655
O 0.8120 -2.2665 -0.1756 0.57 -0.04 0.54 -0.688
H 0.5703 -3.1270 -1.9841 0.18 -0.12 0.38 0.107
H 0.6405 -1.4247 0.2994 -0.25 -0.08 -0.57 0.522
```
Forces are in eV/Å.

Entry from the Open Molecules 2025 dataset: C20H32Cl2N3O3Tm as an isolated structure at a distorted geometry (ωB97M-V with the def2-TZVPD basis set).

LUMO (spin up / spin down): 0.006 / 0.006 Eh
Calculated total energy: -86448.5360 eV
⟨S²⟩: 2.00
Multiplicity: 3
Gap between HOMO and LUMO (spin up / spin down): 7.315 / 7.315 eV

```
61
Properties=species:S:1:pos:R:3:forces:R:3:mulliken_spin:R:1
O -1.3461 -1.3453 -1.6421 1.70 0.89 1.30 0.001
C -0.3959 -2.0040 -1.0559 -0.88 -1.55 -2.34 0.002
C -0.9719 -3.1489 -0.2600 0.13 0.54 0.00 0.000
C -1.7987 -2.8814 0.8198 -0.50 -0.69 0.24 0.000
H -1.7988 -1.8915 1.2573 -0.08 0.06 -0.05 0.000
C -2.6337 -3.8860 1.3105 0.15 -0.45 -0.22 0.000
H -3.3426 -3.6659 2.1174 0.36 -0.17 -0.24 0.000
C -2.5859 -5.1720 0.7315 -0.19 0.01 -0.08 0.000
H -3.2636 -5.9737 1.0878 0.54 0.62 -0.21 0.000
C -1.7139 -5.4299 -0.3405 -0.27 -0.05 0.33 0.000
H -1.6963 -6.4222 -0.8057 0.00 0.38 0.24 0.000
C -0.9054 -4.4095 -0.8432 -0.47 -0.08 0.82 0.000
H -0.2544 -4.5719 -1.6859 0.08 -0.07 -0.21 0.000
H 0.3090 -2.4478 -1.8190 0.27 0.67 0.78 0.000
C 2.4590 -1.4081 -1.0078 0.98 -0.03 0.12 -0.001
C 1.3549 -1.4607 0.0240 -1.29 -2.29 -0.13 -0.012
H 2.8994 -2.4090 -1.0787 0.14 0.11 -0.08 0.000
H 3.2974 -0.7129 -0.8019 -0.43 -0.20 0.05 0.000
H 2.0766 -1.1723 -2.0022 -0.13 0.12 0.08 0.000
C 1.4897 -2.2345 1.1395 0.54 -0.04 -0.30 -0.002
C 2.7912 -2.7355 1.7400 0.35 0.05 0.02 -0.001
H 0.6275 -2.5636 1.7382 0.14 0.66 -0.31 0.000
H 2.9598 -3.8211 1.7898 -0.62 0.05 -0.27 0.000
H 2.8225 -2.4124 2.7842 -0.05 0.09 -0.01 0.000
H 3.6865 -2.3267 1.2739 -0.14 0.18 -0.15 0.000
Tm 1.0734 0.6695 0.8950 -1.51 -0.88 -0.60 2.026
Cl -0.6870 0.1090 2.6281 0.10 -0.17 0.29 -0.002
Cl 3.3776 0.5996 1.8294 0.40 0.29 0.18 -0.003
H -5.0465 -0.0239 -0.8094 0.14 -0.07 0.06 0.000
H -4.7534 1.6967 1.0693 0.35 -0.02 -0.07 0.000
C -4.0713 -0.3899 -0.4548 -0.27 0.27 -0.56 0.000
C -3.6909 1.4304 1.1957 0.19 -0.53 0.35 0.000
N -3.2427 0.7145 0.0101 -0.04 0.37 -0.07 0.000
H -3.5323 -0.9036 -1.2624 -0.22 0.02 0.36 0.000
C -2.1205 1.0332 -0.6574 0.97 -0.19 0.62 0.000
O -1.0800 1.5102 -0.1378 -1.22 0.01 -0.83 -0.001
H -3.0860 2.3289 1.3317 -0.06 -0.20 0.04 0.000
H -2.1882 0.8428 -1.7432 0.25 -0.24 0.41 0.000
H -4.2564 -1.0962 0.3674 0.25 0.19 -0.20 0.000
H -3.6029 0.7849 2.0811 0.06 0.30 -0.10 0.000
H 2.9786 3.6976 -3.3865 0.00 -0.38 0.03 0.000
H 0.8726 3.0982 -5.0685 0.09 -0.35 0.22 0.000
C 3.0059 2.6008 -3.2745 -0.08 -0.05 0.05 0.000
C 1.0256 2.0647 -4.7136 0.08 0.06 0.18 0.000
N 1.6519 2.0512 -3.3813 -0.18 -0.09 0.06 0.000
H 3.4118 2.3403 -2.2879 -0.09 0.08 -0.43 0.000
C 1.0217 1.5418 -2.3157 0.91 -0.03 0.82 0.000
O 1.5650 1.4500 -1.1750 -0.69 0.46 -1.85 -0.002
H 0.0546 1.5603 -4.6585 0.25 0.10 -0.04 0.000
H -0.0023 1.1891 -2.5186 0.30 -0.05 0.29 0.000
H 3.6232 2.1763 -4.0808 -0.13 0.13 0.34 0.000
H 1.6693 1.5413 -5.4446 -0.28 0.17 0.42 0.000
C 0.8979 5.2578 4.2141 0.00 0.36 0.24 0.000
C 1.8830 4.5928 3.2662 0.44 0.49 0.51 0.000
C 1.3010 3.5490 2.4751 -0.59 -1.75 -1.32 0.000
N 0.9209 2.6790 1.8150 0.49 3.13 1.54 -0.005
H 0.1458 5.7756 3.6376 -0.33 0.13 -0.08 0.000
H 1.3909 6.0005 4.8471 0.10 -0.15 -0.18 0.000
H 0.4097 4.5487 4.8663 -0.11 -0.27 0.10 0.000
H 2.2806 5.3296 2.5718 0.15 0.06 -0.09 0.000
H 2.7332 4.1562 3.7985 -0.06 -0.04 -0.06 0.000
```
Forces are in eV/Å.

Entry from the Open Molecules 2025 dataset: C5H9NO as an isolated structure (ωB97M-V with the def2-TZVPD basis set).

LUMO: 0.029 Eh
Calculated total energy: -8862.5234 eV
Multiplicity: 1
Gap between HOMO and LUMO: 8.852 eV

```
16
Properties=species:S:1:pos:R:3:forces:R:3:nbo_charge:R:1
C 1.8869 -0.5753 -0.4305 0.10 0.01 -0.02 -0.611
C 0.4573 -0.1092 -0.5378 0.01 -0.15 0.10 -0.251
C -0.7061 -1.0600 -0.9174 0.01 -0.21 -0.19 -0.384
C -1.4523 -0.6298 0.4128 -0.17 0.01 0.13 -0.441
C -0.3790 0.4170 0.4513 0.11 0.17 -0.17 0.241
N -0.2370 1.7338 0.5488 0.09 -0.32 -0.33 -0.288
O -0.5811 2.2940 1.7874 -0.12 0.30 0.19 -0.561
H 2.3840 -0.5829 -1.4061 -0.08 0.02 0.13 0.213
H 1.9350 -1.5992 -0.0324 -0.02 0.11 -0.04 0.197
H 2.4674 0.0770 0.2316 -0.10 -0.08 -0.10 0.220
H 0.6872 1.4450 -0.4052 -0.08 0.12 0.15 0.344
H -1.2674 -0.7759 -1.8133 0.07 -0.03 0.16 0.212
H -0.4426 -2.1228 -0.9719 -0.04 0.13 0.01 0.199
H -1.3595 -1.4027 1.1811 0.00 0.12 -0.13 0.227
H -2.4880 -0.2844 0.3481 0.13 -0.04 0.02 0.215
H -0.9048 3.1755 1.5536 0.06 -0.17 0.08 0.469
```
Forces are in eV/Å.

Please write out number 2 again, unchanged.
Entry from the Open Molecules 2025 dataset: a 2-piece molecular cluster, C2H7NO3 overall at a distorted geometry (ωB97M-V with the def2-TZVPD basis set).

LUMO: 0.030 Eh
SMILES: O=CO.NCO
Calculated total energy: -9819.8238 eV
Multiplicity: 1
Gap between HOMO and LUMO: 10.601 eV

```
13
Properties=species:S:1:pos:R:3:forces:R:3:nbo_charge:R:1
N -0.1313 1.2963 1.7629 0.11 0.02 0.60 -0.835
C -0.1292 1.6121 0.3801 -0.08 -0.40 -1.47 0.101
O 0.5231 0.5220 -0.3136 -0.29 0.87 0.43 -0.748
H -0.6603 0.4482 1.9340 -0.03 0.02 -0.13 0.360
H -0.5844 2.0267 2.2961 0.14 0.11 0.06 0.366
H 0.3986 2.5345 0.1251 0.21 0.09 0.63 0.155
H -1.1280 1.7293 -0.0678 -0.11 -0.17 0.10 0.127
H 0.2460 0.6330 -1.2317 0.08 -0.48 0.03 0.484
O -0.7358 -1.6494 -1.6956 -0.15 0.34 0.05 -0.606
C 0.1784 -2.3345 -1.3293 -0.37 -0.15 -0.65 0.655
O 0.8120 -2.2665 -0.1756 0.57 -0.04 0.54 -0.688
H 0.5703 -3.1270 -1.9841 0.18 -0.12 0.38 0.107
H 0.6405 -1.4247 0.2994 -0.25 -0.08 -0.57 0.522
```
Forces are in eV/Å.